# 1
C22H24O2PRe | ωB97M-V/def2-TZVPD

Values from the calculation:
multiplicity: 2
gap between HOMO and LUMO (alpha / beta): 5.63 / 6.26 eV
HOMO (alpha / beta): -17.838 / -17.839 eV
total charge: +3

Geometry as XYZ:
```
50
Properties=species:S:1:pos:R:3:forces:R:3:mulliken_spin:R:1
Re 0.306902 0.322573 -0.169813 -0.410 0.351 -0.450 1.172
C 4.716085 0.244486 -0.097970 0.043 -0.009 0.017 -0.019
C 4.076381 1.336412 0.494001 -0.014 -0.041 -0.009 0.021
C 2.866622 1.764420 -0.009674 0.046 -0.036 0.000 -0.050
C 2.261569 1.085129 -1.107779 0.262 -0.008 -0.018 0.036
C 2.936459 -0.021114 -1.689135 0.011 -0.019 0.016 -0.055
C 4.153039 -0.431821 -1.181983 -0.020 0.010 0.031 0.023
P 0.848139 1.928322 -1.868024 0.758 -0.381 0.190 -0.081
C 1.356494 3.440420 -2.604742 -0.412 0.303 0.082 -0.006
C 0.539229 4.574915 -2.555314 0.078 0.024 -0.053 -0.004
C 0.939686 5.708618 -3.242556 -0.070 0.015 0.032 0.000
C 2.127110 5.701226 -3.962577 0.057 -0.019 -0.008 -0.002
C 2.931397 4.564293 -4.011694 -0.021 0.011 0.000 -0.001
C 2.558343 3.422458 -3.328840 0.012 0.094 0.031 -0.003
C 0.114255 0.663476 -2.876242 -0.174 -0.305 0.067 -0.096
C -0.267897 0.585688 -4.195664 -0.186 -0.082 -0.074 0.010
C -0.899574 -0.594416 -4.591597 -0.017 -0.097 0.125 -0.044
C -1.194219 -1.645263 -3.684378 -0.036 0.126 -0.279 -0.024
C -0.867207 -1.548603 -2.357316 0.044 0.268 0.053 0.094
C -0.210120 -0.366146 -1.918346 0.053 -0.222 0.017 -0.035
H 5.677944 -0.077241 0.284480 -0.010 0.014 -0.010 0.000
H 4.538989 1.855299 1.323230 -0.006 -0.008 -0.004 0.000
H 2.385973 2.641985 0.413672 -0.004 0.008 -0.017 -0.009
H 2.511502 -0.524684 -2.548681 -0.001 0.011 -0.010 0.000
H 4.682919 -1.257706 -1.639376 -0.006 0.013 0.004 0.000
H -0.381051 4.580758 -1.984695 -0.009 -0.015 -0.021 0.001
H 0.324839 6.597765 -3.216727 0.015 0.008 0.016 0.000
H 2.440049 6.594586 -4.486447 -0.021 -0.001 -0.026 0.000
H 3.849897 4.572519 -4.582580 0.011 0.011 0.019 0.000
H 3.193896 2.545566 -3.354841 -0.025 -0.017 -0.006 0.000
H -0.067271 1.381300 -4.902588 -0.005 -0.019 0.010 0.001
H -1.169927 -0.722537 -5.633633 0.003 -0.006 0.015 0.000
H -1.695861 -2.529799 -4.056670 0.016 0.021 -0.021 -0.001
H -1.118219 -2.350262 -1.673447 0.049 0.000 0.024 0.003
C -2.759303 0.135674 0.603902 0.160 0.010 0.154 -0.005
O -1.346554 -0.008865 1.016486 -0.166 -0.016 -0.032 0.040
C -1.138392 -0.929414 2.142415 -0.154 0.080 -0.124 0.005
C 0.314498 -0.802409 2.481512 0.175 -0.041 0.106 0.001
O 1.095243 -0.959919 1.247154 -0.113 -0.072 0.129 0.021
C 1.546807 -2.332708 0.958018 0.086 0.092 0.084 0.009
H -3.330909 0.420467 1.482726 -0.028 0.010 0.008 -0.001
H -3.097067 -0.814456 0.197178 -0.019 -0.016 -0.006 0.000
H -2.784970 0.923039 -0.140989 0.007 0.013 -0.025 0.003
H -1.437109 -1.928116 1.822763 0.027 -0.036 0.011 0.001
H -1.760205 -0.610542 2.978464 -0.034 0.038 -0.016 0.000
H 0.636117 -1.531798 3.223057 0.032 -0.057 -0.055 -0.001
H 0.550796 0.195083 2.854267 0.007 0.010 0.024 -0.001
H 2.119890 -2.675003 1.815386 0.019 -0.020 0.003 -0.001
H 2.176162 -2.269108 0.077346 -0.007 0.012 -0.019 -0.003
H 0.682527 -2.968772 0.779465 -0.007 -0.009 0.017 -0.001
```
Positions in Å, forces in eV/Å.

# 2
C3H6N4 | ωB97M-V/def2-TZVPD

Values from the calculation:
multiplicity: 3
gap between HOMO and LUMO (alpha / beta): 6.36 / 7.00 eV
HOMO (alpha / beta): -5.281 / -9.029 eV

Geometry as XYZ:
```
13
Properties=species:S:1:pos:R:3:forces:R:3:mulliken_spin:R:1
C 0.259540 -0.998106 -0.779437 0.393 -1.603 -0.929 0.161
C 0.279292 0.372189 -0.222924 1.709 0.387 1.647 0.000
C -0.968705 0.990416 0.355533 3.512 0.604 4.765 0.043
N 1.385986 1.205313 -0.476534 -7.796 2.585 -3.848 0.654
N 2.438488 0.736146 -0.074738 8.588 0.066 2.318 0.612
N 2.344710 -0.485624 0.400236 -4.035 -1.385 -1.904 0.422
N 0.961092 -0.850038 0.560671 -0.023 0.033 -0.558 0.123
H -0.728675 -1.494343 -0.665320 0.710 0.315 0.003 0.016
H 0.813799 -1.418799 -1.698958 -0.523 1.118 1.674 -0.030
H -1.322477 0.264449 1.122944 0.059 0.656 -0.379 -0.003
H -1.685990 1.097705 -0.320005 -3.054 0.746 -3.014 -0.003
H -0.701830 2.024036 0.910011 -0.673 -2.475 -1.427 -0.001
H 3.072826 -0.792467 0.955777 1.133 -1.047 1.651 0.006
```
Positions in Å, forces in eV/Å.

# 3
C3H11O2S | ωB97M-V/def2-TZVPD

Values from the calculation:
gap between HOMO and LUMO: 6.75 eV
HOMO: -2.898 eV
total charge: -1

Geometry as XYZ:
```
17
Properties=species:S:1:pos:R:3:forces:R:3:lowdin_charge:R:1
C 2.151898 1.810440 -0.431435 -1.036 0.168 -1.696 -0.136
C 1.136206 1.011372 -1.465850 -1.114 3.893 3.324 -0.326
C -0.012330 0.447416 -0.545367 0.698 -0.304 -1.435 -0.751
S 0.273212 -1.339924 -0.398372 -0.111 -0.312 0.710 0.235
H 1.959528 2.919967 -0.400929 -0.065 -0.993 -0.227 0.056
H 3.073715 1.665074 -0.970224 1.025 0.170 0.702 0.029
H 2.123762 1.489758 0.619362 0.299 -0.484 -0.573 0.051
H 0.714830 1.901415 -2.005614 0.379 -1.034 -0.420 0.080
H 1.716828 0.343273 -2.050184 -0.028 -0.744 -0.503 0.038
H -1.037579 0.621884 -0.963145 0.861 0.134 0.423 0.044
H 0.156662 0.989409 0.400462 -0.801 -0.347 -0.253 0.019
H -0.695619 0.053676 2.806864 -1.250 -1.226 -0.697 0.014
H -0.331500 -0.893626 1.609287 -2.842 -0.055 1.035 -0.050
O -1.178177 -0.657141 2.279839 3.817 1.072 -0.389 -0.270
H -3.983112 -3.163847 0.754805 0.767 -3.000 -0.388 0.096
H -2.722871 -3.248928 0.285521 1.982 -0.298 -0.641 -0.007
O -3.345452 -3.950218 0.474981 -2.581 3.361 1.028 -0.125
```
Positions in Å, forces in eV/Å.

The records above give, respectively, energy relative to the best compared isomer or geometry (same formula, charge and spin) values of 0.000; 3.892; 1.998 eV.
The records above give, respectively, E values of -38685.650; -9160.572; -18219.315 eV.